C15H22N2O2S2 in the gas phase, computed with ωB97M-V/def2-TZVPD.

Summary:
Net charge: 0
SMILES string: CCOC(=O)CNC(=S)N(Cc1cccs1)C1CCCC1
HOMO energy (eV): -8.0
DFT total energy (a.u.): -1641.1549
Maximum force (eV Å⁻¹): 0.79
HOMO-LUMO gap (eV): 8.525
LUMO level (eV): 0.51

Structure (XYZ):
```
43
C15H22N2O2S2 | OMol25 | ωB97M-V/def2-TZVPD
C 2.91787 -2.94063 2.86249
C 2.94335 -3.07220 1.34753
H 2.18125 -3.77190 0.99687
H 3.93267 -3.39631 1.00927
O 2.62541 -1.82915 0.71566
C 3.62437 -0.94909 0.57104
O 4.76798 -1.16289 0.86770
C 3.12668 0.35399 -0.03170
N 1.76682 0.28379 -0.48045
C 0.73327 0.84975 0.19591
N -0.51138 0.39166 -0.08162
C -0.73002 -0.96045 -0.57843
C -1.05779 -0.99189 -2.03776
C -2.28250 -1.14057 -2.61265
C -2.24954 -1.07304 -4.02422
C -0.99999 -0.86769 -4.50638
S 0.16450 -0.75427 -3.24893
H -0.67921 -0.77400 -5.52455
H -3.12011 -1.17279 -4.64690
H -3.18448 -1.30650 -2.05017
H 0.14822 -1.57253 -0.35488
H -1.57416 -1.38585 -0.02415
C -1.72326 1.16196 0.16439
H -2.50852 0.63831 -0.38820
C -1.67130 2.61918 -0.34439
H -2.35461 2.73767 -1.18609
C -2.10458 3.48988 0.83910
C -2.92216 2.54961 1.72101
H -3.92093 2.40877 1.30166
C -2.13198 1.24880 1.64582
H -1.23827 1.32719 2.26220
H -2.70615 0.37908 1.96484
H -3.02226 2.91597 2.74097
H -1.22396 3.82178 1.38807
H -2.66859 4.36523 0.52131
H -0.67231 2.88196 -0.68580
S 1.03963 2.07293 1.27177
H 1.56956 -0.42389 -1.17107
H 3.79752 0.64257 -0.84647
H 3.17663 1.13297 0.74227
H 3.69546 -2.25378 3.18726
H 3.09363 -3.91188 3.31565
H 1.95325 -2.56175 3.19204
```